(1)
Here is a 5-piece molecular cluster, C11H28F2N5O14P2 overall at a distorted geometry from the Open Molecules 2025 dataset. Energies are from ωB97M-V/def2-TZVPD.

Element x y z (Å)
C -3.80293 0.41028 -0.11419
C -3.80379 1.95181 0.53636
O -4.34369 2.89102 -0.29012
N -3.30338 2.23851 1.93460
C -3.53666 1.05696 2.85085
P -1.57971 2.69218 1.98542
F -2.18215 4.15941 2.80588
O -1.54900 3.71400 0.56483
C -0.21078 3.35980 -0.01231
C -0.04404 1.70702 0.03631
C -0.42453 1.29130 -1.50405
C 0.15998 -0.18809 -1.96903
F -0.06725 -0.25484 -3.46096
P 1.63524 1.00270 0.72907
O 2.03270 1.68733 2.10944
O 1.34301 -0.70375 1.12124
O 2.96656 1.19181 -0.38029
O -0.96584 1.26975 1.13248
H -2.95501 -0.26838 0.32310
H -4.86825 -0.03316 0.19079
H -3.73413 0.52716 -1.29076
H -2.66678 0.24906 2.83179
H -4.52824 0.45119 2.60924
H -3.59278 1.41636 3.98788
H -1.51670 2.13560 3.31452
H -0.22951 3.19362 2.27252
H 0.72225 3.97012 0.40985
H -0.31283 3.86238 -1.09020
H 0.04038 2.06919 -2.28118
H -1.60656 1.27756 -1.67079
H 1.31849 -0.30669 -1.82734
H -0.46857 -1.00394 -1.41523
H 2.09708 -1.06344 1.67951
H 3.69608 0.60781 0.00478
C 1.64159 -3.89188 -1.33783
N 2.72093 -3.01453 -1.86598
O 2.79069 -1.86670 -1.41142
O 3.46768 -3.50297 -2.72213
H 1.06489 -3.33505 -0.59625
H 1.00971 -4.18054 -2.18032
H 2.11793 -4.76219 -0.88189
C -2.68202 6.15147 -1.88202
N -2.02469 6.51415 -3.16656
O -2.13645 7.68475 -3.54895
O -1.41510 5.61330 -3.75483
H -3.17820 7.03600 -1.47704
H -3.40898 5.36484 -2.09442
H -1.90387 5.80015 -1.20138
C 6.53982 -5.58087 -0.91257
N 5.43769 -5.51755 0.08491
O 5.72214 -5.11193 1.21786
O 4.31802 -5.87695 -0.29767
H 7.46303 -5.23725 -0.44121
H 6.63444 -6.62028 -1.23358
H 6.26732 -4.93072 -1.74640
C -0.52827 -3.34008 2.52055
N -0.67674 -4.61340 1.76540
O 0.29263 -4.99177 1.09744
O -1.76240 -5.19713 1.86447
H 0.47128 -2.93803 2.34208
H -1.29217 -2.64998 2.15640
H -0.66954 -3.56651 3.57932

Total charge = -1
Total energy = -71976.6751 eV

---

(2)
Here is C65H140F14N12NaO20S10 as an isolated structure at a distorted geometry from the Open Molecules 2025 dataset. Energies are from ωB97M-V/def2-TZVPD.

Element x y z (Å)
Na 2.95830 2.01327 3.43071
C 7.78865 -1.09841 -4.03432
C 6.46445 -1.01455 -3.09510
C 6.45775 -2.01549 -1.92392
N 5.16936 -1.95110 -0.98882
C 4.86940 -0.61957 -0.25674
C 5.59076 -0.49773 1.04906
C 5.31538 -1.78679 1.99454
C 5.79769 -2.96354 1.25128
C 5.07771 -3.22108 -0.04219
C 3.96002 -2.15440 -1.95739
H 8.64500 -0.99735 -3.36757
H 7.71261 -0.18784 -4.62862
H 7.88351 -1.92567 -4.73769
H 5.51358 -0.98044 -3.62685
H 6.39242 -0.05457 -2.58388
H 7.24476 -1.70259 -1.23775
H 6.46090 -3.04474 -2.28273
H 5.14308 0.08596 -1.04123
H 3.79628 -0.61632 -0.06569
H 6.64675 -0.34237 0.82801
H 5.33128 0.42713 1.56423
H 5.87177 -1.72684 2.92993
H 4.29772 -1.89181 2.37064
H 6.84504 -2.93952 0.95030
H 5.55610 -3.71705 2.00092
H 5.43350 -4.14645 -0.49517
H 4.04386 -3.45175 0.21479
H 3.08095 -2.40787 -1.36485
H 4.08832 -2.93577 -2.70645
H 3.82636 -1.21280 -2.48997
C -2.49285 6.18473 -9.57111
C -3.29891 6.25480 -8.28052
C -3.17292 5.02998 -7.38560
N -3.63924 5.36230 -5.91818
C -2.59731 6.27225 -5.14745
C -1.30885 5.45898 -4.69968
C -1.78083 4.09123 -4.06767
C -2.57095 3.27187 -5.01447
C -3.83193 3.97008 -5.19882
C -5.04015 5.98771 -5.69809
H -2.81643 6.96552 -10.25942
H -2.68138 5.27203 -10.13638
H -1.43303 6.42824 -9.49638
H -4.35589 6.33693 -8.53377
H -3.02732 7.20627 -7.82330
H -2.14393 4.67796 -7.31225
H -3.79253 4.24537 -7.81983
H -2.27046 7.15364 -5.69919
H -3.10422 6.72384 -4.29468
H -0.67655 5.26193 -5.56540
H -0.73188 6.09290 -4.02637
H -0.83618 3.56565 -3.92801
H -2.26222 4.27727 -3.10759
H -2.07202 3.00988 -5.94749
H -2.73472 2.31446 -4.51986
H -4.49951 3.34366 -5.79048
H -4.30107 4.19635 -4.24133
H -5.71811 5.40190 -6.31880
H -5.05444 7.03390 -6.00370
H -5.35025 5.98986 -4.65313
C -4.93970 -3.08493 0.51133
C -6.30204 -3.51618 -0.02426
C -7.41022 -3.53149 1.10242
N -8.83443 -3.90092 0.50971
C -9.78398 -4.39838 1.62847
C -10.30556 -3.22562 2.52194
C -11.05128 -2.24653 1.58889
C -10.02777 -1.60908 0.53297
C -9.46107 -2.69810 -0.31000
C -8.79859 -5.14165 -0.44968
H -4.79005 -3.41810 1.53831
H -4.69194 -2.03866 0.33237
H -4.18332 -3.63982 -0.04374
H -6.22319 -4.54071 -0.38787
H -6.57818 -2.90155 -0.88104
H -7.58272 -2.64822 1.71738
H -7.19858 -4.38282 1.74937
H -9.30385 -5.18705 2.20776
H -10.61949 -4.89957 1.13976
H -9.50297 -2.68628 3.02501
H -10.97422 -3.60877 3.29276
H -11.52850 -1.46739 2.18330
H -11.84245 -2.78656 1.06878
H -9.26006 -1.07173 1.08973
H -10.54425 -0.87948 -0.09075
H -8.61162 -2.32258 -0.88054
H -10.13482 -3.18177 -1.01727
H -8.13301 -5.93924 -0.11957
H -8.29612 -4.56079 -1.22313
H -9.73953 -5.42840 -0.91926
C 6.10270 -9.93909 6.07139
C 4.94500 -8.87583 6.25425
C 4.14965 -8.50777 4.98034
N 3.15486 -7.32691 5.09991
C 2.14697 -7.63473 6.24688
C 1.15048 -6.46236 6.45895
C 1.95875 -5.16708 6.75706
C 2.94892 -4.87074 5.68251
C 3.90624 -6.00439 5.37437
C 2.39948 -7.19913 3.75244
H 6.88528 -9.49568 5.45572
H 5.93206 -10.82965 5.46651
H 6.59223 -10.07677 7.03549
H 5.41968 -8.02333 6.74007
H 4.31612 -9.27221 7.05143
H 3.50113 -9.34471 4.72141
H 4.86798 -8.26862 4.19618
H 2.58672 -7.85853 7.21880
H 1.68860 -8.55343 5.88082
H 0.38586 -6.74073 7.18419
H 0.57196 -6.45909 5.53514
H 2.31414 -5.15869 7.78747
H 1.26289 -4.32888 6.72069
H 3.49402 -3.97161 5.96979
H 2.30549 -4.75299 4.81059
H 4.34363 -6.20547 6.35230
H 4.63548 -5.78008 4.59592
H 3.16799 -6.76868 3.11041
H 1.63034 -6.43029 3.67881
H 2.05420 -8.10913 3.26175
C -3.29446 0.70465 -0.29211
C -2.46128 0.07502 -1.51565
C -2.60556 -1.47476 -1.47304
N -1.90595 -2.29130 -2.60402
C -0.39903 -1.99841 -2.74305
C 0.24384 -2.75278 -4.01263
C -0.54174 -2.52404 -5.29915
C -2.05771 -2.66361 -5.11418
C -2.60779 -1.85502 -3.92181
C -2.22308 -3.79945 -2.42209
H -4.34313 0.60061 -0.57062
H -2.98212 1.69777 0.03079
H -3.20946 0.05868 0.58173
H -1.38527 0.12644 -1.34937
H -2.79218 0.47997 -2.47201
H -3.67660 -1.66584 -1.54001
H -2.30468 -1.82922 -0.48718
H -0.22760 -0.92457 -2.81784
H -0.02467 -2.51584 -1.85976
H 1.20503 -2.33461 -4.31153
H 0.22075 -3.83838 -3.91758
H -0.26360 -1.48200 -5.45691
H -0.07554 -3.16491 -6.04752
H -2.56539 -2.40797 -6.04423
H -2.42267 -3.68871 -5.17797
H -2.48793 -0.77350 -3.98539
H -3.68329 -2.02730 -3.88022
H -3.26180 -3.85628 -2.74758
H -2.10792 -4.07584 -1.37402
H -1.63240 -4.43570 -3.08117
C -1.14203 2.91605 2.91781
C -1.73705 2.11765 4.11616
C -1.43425 0.60389 4.17429
N -2.16164 -0.32480 5.19455
C -1.57785 -1.73639 5.03847
C -2.24041 -2.76863 5.94640
C -3.80454 -2.69939 5.95140
C -4.39250 -1.23035 5.96207
C -3.73459 -0.25225 5.00191
C -1.70576 0.09952 6.61760
H -0.06158 3.00675 2.80594
H -1.43280 3.96613 2.88800
H -1.64412 2.46307 2.06294
H -2.79733 2.34139 4.23378
H -1.37822 2.58049 5.03547
H -0.34925 0.50056 4.16037
H -1.78772 0.13601 3.25546
H -1.72359 -1.83225 3.96252
H -0.54371 -1.68821 5.37951
H -1.88822 -3.79939 5.90645
H -1.94241 -2.55439 6.97275
H -4.22821 -3.21199 5.08778
H -4.13650 -3.17396 6.87481
H -5.41396 -1.32580 5.59384
H -4.45264 -0.77165 6.94903
H -4.00543 -0.39710 3.95608
H -4.15973 0.73113 5.20268
H -2.27470 1.01948 6.75209
H -0.64411 0.31608 6.49878
H -1.98638 -0.55161 7.44547
C 5.66304 6.12786 -2.67799
C 4.17462 6.30888 -2.90578
C 3.58430 7.22201 -1.73082
N 2.02282 7.26574 -1.63655
C 1.68889 8.04061 -0.33638
C 2.28267 9.55242 -0.49913
C 1.86159 10.33493 -1.77946
C 2.13745 9.48941 -3.04630
C 1.50035 8.02015 -2.91030
C 1.36502 5.84195 -1.63481
H 6.22144 5.48611 -3.35949
H 5.85738 5.76959 -1.66706
H 6.04178 7.12034 -2.92222
H 3.68417 5.35934 -3.12010
H 4.10363 6.71579 -3.91449
H 4.12963 8.16214 -1.64804
H 3.81674 6.66399 -0.82380
H 2.06516 7.51063 0.53862
H 0.60284 7.95269 -0.30703
H 3.36148 9.49326 -0.35503
H 1.94472 10.12196 0.36663
H 2.33226 11.31387 -1.87033
H 0.79831 10.56882 -1.72608
H 3.19586 9.33499 -3.25617
H 1.77045 9.90993 -3.98254
H 1.74854 7.44852 -3.80458
H 0.41320 8.06751 -2.84726
H 1.58205 5.39088 -2.60308
H 0.31497 5.81647 -1.34352
H 1.93716 5.18930 -0.97542
N 0.17552 -5.61388 1.28460
S -0.25123 -4.05774 1.81770
O -0.80015 -3.08694 0.89483
O 0.34370 -3.61296 3.07550
F -1.68443 -4.58473 2.37670
S 1.48858 -5.05060 0.68897
O 2.55763 -4.62503 1.61344
O 1.40910 -4.38923 -0.58417
F 1.93611 -6.49457 0.08480
N 3.47081 1.28419 5.76812
S 2.23666 1.81180 6.84128
O 2.17608 1.24442 8.13866
O 0.96141 2.09614 6.20815
F 2.78241 3.28816 7.00974
S 3.17164 -0.23676 5.98691
O 1.79156 -0.69661 5.72317
O 4.01171 -0.86279 6.94385
F 3.91392 -0.78631 4.61503
N 4.35736 3.92543 3.13933
S 5.43602 4.29697 1.88811
O 6.56908 5.19133 2.19708
O 4.90688 4.32535 0.53809
F 6.07656 2.81919 1.94238
S 3.67996 5.27374 3.03683
O 2.79122 5.47151 1.90120
O 4.42247 6.44098 3.49664
F 2.64644 4.78978 4.32804
N 1.64455 1.23453 1.39994
S 1.41947 1.74246 -0.01981
O 0.08572 1.92320 -0.54732
O 2.34361 1.30213 -1.09437
F 1.91546 3.21948 0.26098
S 0.61851 -0.10677 1.23649
O 1.14357 -1.15444 0.36819
O -0.79217 0.10700 1.27748
F 0.85267 -0.74152 2.70714
C 1.65908 0.41617 -7.77668
F 0.58082 -0.30981 -8.23179
F 2.54418 -0.43087 -7.16618
F 2.24026 1.03161 -8.81780
S 1.06805 1.73378 -6.43847
O 0.45767 2.77228 -7.29652
O 0.13456 1.01300 -5.51764
N 2.66524 2.21039 -5.89952
S 2.56989 2.01322 -4.38242
O 1.65438 2.99475 -3.71686
O 2.37175 0.63348 -3.92345
C 4.39162 2.40437 -3.77081
F 4.47799 2.30846 -2.46581
F 5.25239 1.52730 -4.26956
F 4.74316 3.60736 -4.17327

Total charge = +3
Total energy = -279287.2500 eV